[1]
A structure of composition C8H32CsF2NO12S2. Source: the Open Molecules 2025 dataset; level of theory: ωB97M-V with the def2-TZVPD basis set.

Values from the calculation:
Relative energy (zero: lowest compared OMol25 entry of this formula, charge and spin) in eV: 3.9683
E in Ha: -2297.56726
LUMO in hartree: -0.0752
HOMO energy in Ha: -0.3343
Kohn-Sham gap in eV: 7.050

Geometry as XYZ:
```
58
Properties=species:S:1:pos:R:3:forces:R:3
H 2.965937 -2.756560 4.354083 0.2 0.2 -0.1
C -1.626223 1.323140 -5.264557 -0.2 -1.3 -0.5
F 2.522487 2.153360 -0.139617 -0.4 0.2 -0.5
H -3.886623 -1.544790 5.822673 0.0 0.0 0.0
H -7.985093 1.489500 -4.128927 -0.3 0.0 0.5
H -1.776963 1.132040 -6.327037 0.2 0.0 0.0
H 2.140377 5.291270 -3.558727 0.3 -0.4 -0.8
H 0.912657 5.684250 -4.838077 0.4 0.3 -0.2
O -0.219913 1.101480 -4.968527 -1.5 1.0 0.0
O 0.339007 5.737170 -2.861677 0.0 0.7 -0.1
C -7.941263 2.576680 -4.064127 0.2 -0.7 -0.1
O 1.853367 2.457620 7.292353 0.2 0.3 0.8
H 3.394147 -4.168320 -0.143637 0.2 -0.2 -0.3
H -2.234413 0.593940 -4.729327 0.0 -0.3 0.1
N 0.287457 1.629850 -0.415977 -5.5 -1.2 0.1
H -0.101813 -3.199260 -4.253547 -0.3 -0.3 0.4
H 3.695247 -6.271870 -1.847287 -0.4 -0.5 0.3
H -0.161003 1.330700 -4.038157 0.5 -0.1 0.2
C 1.334487 5.955730 -3.870367 0.6 -1.2 0.9
O -1.251823 -0.561240 0.204613 1.6 2.7 1.2
C -3.158563 -2.969620 4.727953 -0.4 -0.7 -0.3
H 4.736987 -4.995140 -1.520357 0.7 -0.2 -0.1
O 0.734387 -3.246440 -6.072297 0.0 -0.2 -0.4
O -4.071783 -1.902830 4.951393 0.3 -0.1 -0.1
F -2.126033 1.608790 -0.349177 1.0 -0.7 0.8
H 0.545897 -2.320600 -5.902317 0.1 0.1 -0.5
H 3.580737 2.000540 8.535903 0.0 -0.6 -0.9
O 1.393607 1.960330 1.886223 -1.0 -0.8 -1.3
C 4.164237 -5.765310 -1.003747 1.4 0.7 -1.9
H -3.385933 -3.440480 3.771563 0.0 0.6 -0.3
H 3.543327 3.652300 7.986113 -0.2 0.1 -0.7
H -7.443793 2.884490 -3.144397 -0.2 -0.1 0.2
H 2.455317 3.014220 9.170323 -0.6 0.3 -0.2
H 3.312287 -4.016090 5.535543 -0.2 0.1 0.1
H 2.081817 2.370390 6.364023 0.7 0.0 0.2
O -7.151313 2.911950 -5.174317 0.2 0.7 -0.6
O 1.955897 -0.011000 0.522323 -1.7 0.6 0.3
H 1.535947 -3.685200 -4.223247 0.2 -0.7 0.0
S 1.332987 1.305010 0.574703 11.1 0.3 3.9
O 4.612707 -4.075670 3.940483 -0.1 1.0 1.1
H 4.841537 -6.443480 -0.484667 -0.1 0.0 0.2
H 4.365377 -2.617730 5.486333 0.2 0.0 -0.5
H 4.212247 -4.219880 3.079993 -0.4 0.3 0.2
H -8.948613 2.987630 -4.130917 -0.1 0.0 0.1
H -2.135893 2.266130 -5.066817 0.9 0.6 0.3
C 2.909517 2.792830 8.204513 -0.1 -0.1 0.8
H 0.426867 4.803430 -2.656717 -0.3 0.0 0.2
O -1.179413 1.411470 1.845263 0.6 -1.3 -1.3
H -3.339693 -3.807310 5.401443 0.2 0.1 0.6
Cs -1.505473 5.730870 4.291303 0.1 -0.3 -0.2
H -2.108513 -2.677440 4.739253 0.0 0.1 0.1
H 1.863797 6.907770 -3.830947 -1.0 0.5 0.0
S -0.926853 0.830770 0.540663 -5.7 0.5 -3.1
H -7.231353 3.859360 -5.307057 0.2 0.1 -0.2
C 0.614367 -3.822670 -4.788847 -0.5 1.1 0.9
C 3.768777 -3.286840 4.866283 0.2 -1.6 -0.9
H 0.207697 -4.833800 -4.770927 0.4 0.0 -0.4
O 3.256867 -5.115460 -0.218977 -1.8 0.2 1.8
```
Positions in Å, forces in eV/Å.

=====

[2]
A cluster of 8 separate species, C8H32N16O8 in total. Source: the Open Molecules 2025 dataset; level of theory: ωB97M-V with the def2-TZVPD basis set.

Values from the calculation:
Relative energy (zero: lowest compared OMol25 entry of this formula, charge and spin) in eV: 7.2385
E in Ha: -1802.16249
LUMO in hartree: -0.0210
SMILES string: NC(N)=O.NC(N)=O.NC(N)=O.NC(N)=O.NC(N)=O.NC(N)=O.NC(N)=O.NC(N)=O
HOMO energy in Ha: -0.3153
Kohn-Sham gap in eV: 8.010

Geometry as XYZ:
```
64
Properties=species:S:1:pos:R:3:forces:R:3
O 5.929270 10.148405 10.248435 1.7 0.2 0.1
H 13.762360 8.706905 9.603095 -0.2 -1.3 -0.1
O 11.177620 9.413765 8.595725 -1.0 -0.3 1.5
N 11.594100 11.899515 15.745985 3.3 3.4 0.6
H 6.425210 8.620935 8.253115 -0.3 0.3 0.9
C 15.117700 6.019085 15.090525 -4.2 -5.6 -1.7
H 8.061300 8.631825 8.728895 -0.3 -0.4 -0.6
H 15.395800 7.953785 15.111515 0.5 0.0 -0.3
N 14.700240 10.515225 9.148045 0.0 6.7 4.0
H 9.048760 10.054995 9.644695 0.1 0.3 0.2
N 8.198670 10.283655 10.139835 3.0 2.3 2.2
O 13.575060 9.357965 11.807345 1.9 -0.7 0.0
C 12.597230 10.011635 12.110855 -1.6 0.3 -1.3
C 7.055020 9.782255 9.801925 -6.4 4.9 4.5
O 15.288950 9.685595 7.144695 0.4 0.8 -0.6
H 14.187400 10.321615 9.996345 0.2 0.2 0.0
N 15.735760 11.288225 12.451795 -4.6 4.3 -7.5
H 10.935740 10.955835 11.569565 -0.2 -0.2 0.0
H 10.139190 8.152065 6.979965 0.1 -0.1 -0.5
O 9.978100 12.071705 12.513205 0.7 -3.0 2.6
H 16.161300 7.008055 16.331885 -0.1 0.2 -0.1
H 9.164180 15.006975 12.498595 -0.3 -0.2 0.0
N 11.634410 10.279525 11.296525 -2.3 -0.1 -4.1
N 12.309350 10.642485 13.246435 2.9 -0.1 2.8
H 9.524910 11.415435 14.834205 -0.4 -0.5 -0.2
N 10.605710 8.936285 6.546995 -2.1 -2.6 -2.7
H 13.104140 10.296975 13.765115 -0.3 0.4 2.0
C 16.274930 10.829495 13.463385 1.5 -4.3 4.2
N 15.689000 7.044765 15.439865 4.7 7.3 3.4
H 17.787810 11.124525 14.687315 -0.2 0.1 -0.1
C 10.097650 13.258715 12.321365 -0.4 -2.9 -3.8
N 14.468410 6.133165 13.884315 -0.8 -1.8 -0.1
H 11.641340 10.951115 6.017455 0.4 0.8 0.2
H 13.747340 5.430585 13.965165 -0.3 0.3 -1.1
H 11.372160 10.506535 13.597585 0.1 -0.1 0.3
H 14.159640 7.679005 8.221145 0.1 0.5 0.1
C 14.778280 9.621285 8.256475 1.5 -2.2 -4.8
N 9.902260 10.600855 15.296995 -3.0 -0.5 -1.3
H 11.592250 9.842515 10.386935 -0.1 0.1 -0.2
H 14.983590 10.876525 11.918085 0.2 -0.9 0.8
H 8.116260 11.103535 10.723875 0.6 -0.3 0.1
N 17.293040 11.529545 13.905485 3.4 1.7 2.6
H 11.618290 13.122445 11.097885 0.0 0.1 -0.1
H 12.544810 11.750545 16.052685 0.2 0.6 0.2
H 14.406230 6.929305 13.265925 0.0 0.0 0.4
O 15.008680 5.002325 15.789055 0.3 -0.2 -0.6
H 15.870160 12.249635 12.172995 0.4 -0.2 0.1
N 7.118140 8.942155 8.913995 1.9 -7.5 -7.4
H 14.953320 11.476735 8.970425 0.1 -0.4 -0.1
N 10.829740 13.707275 11.335115 5.1 1.3 -2.5
H 8.270880 13.505905 12.797145 -0.1 0.6 0.4
O 15.993650 9.736755 13.953315 -0.3 -0.5 0.6
C 11.072930 9.758745 7.420745 1.7 -0.3 3.7
H 12.044620 11.550215 7.614615 -0.1 -0.6 -0.1
O 11.453330 9.916175 16.754715 -0.5 0.8 0.2
H 10.409730 9.173075 5.584905 0.0 -0.1 0.3
C 10.960680 10.796155 16.041795 1.2 -3.6 0.7
N 9.104140 13.998825 12.509375 -5.4 4.6 2.9
H 11.569170 12.422765 14.882455 -0.6 -0.5 0.0
N 14.233960 8.552065 8.723485 -2.2 -4.4 1.5
H 9.363310 9.762885 15.462625 -0.1 0.4 -0.1
H 10.455770 14.218185 10.548215 -0.1 0.1 0.6
N 11.574280 10.880455 7.022745 0.8 3.1 -2.5
H 17.526320 12.497665 13.736865 -0.4 -0.3 -0.4
```
Positions in Å, forces in eV/Å.

=====

[3]
A cluster of 9 separate species, C8H34N12O10 in total. Source: the Open Molecules 2025 dataset; level of theory: ωB97M-V with the def2-TZVPD basis set.

Values from the calculation:
E in Ha: -1734.92398
LUMO in hartree: 0.0001
SMILES string: NC(N)=O.NC(N)=O.NC(N)=O.NC(N)=O.NC(N)=O.NC(N)=O.OCCO.O.O
HOMO energy in Ha: -0.3169
Kohn-Sham gap in eV: 8.628

Geometry as XYZ:
```
64
Properties=species:S:1:pos:R:3:forces:R:3
H -2.114218 6.727453 2.869671 -0.5 0.6 0.5
H -0.572913 2.520433 4.760578 0.3 -0.1 0.2
H -0.574475 -1.567252 0.302990 -0.3 0.0 -0.2
C 2.188562 3.210465 -0.877721 0.5 -1.0 -0.1
O -1.894376 -1.768111 -2.484187 0.0 -0.2 0.1
O 1.213604 -1.108194 -5.786929 0.3 -0.8 0.2
N 0.487629 2.482668 -4.128100 -0.1 -0.5 0.3
H 1.460709 2.271477 -4.274198 0.0 0.4 0.0
H -2.343220 -1.884315 -3.328414 0.1 0.0 0.0
N -1.792963 6.212665 3.664959 0.5 -0.5 -0.9
H -1.328253 -1.172963 2.231607 -0.5 0.1 0.6
H 1.002775 -2.557837 -3.002832 0.2 0.1 0.2
H -0.192252 -0.250086 -0.809784 0.0 0.0 -0.1
H 3.325948 -3.430138 -0.196990 0.1 0.1 0.0
O -0.256774 1.722909 5.231263 -0.3 -0.1 -0.3
N 1.051110 -1.797344 -3.651422 -0.5 0.5 0.5
O -0.875882 4.208860 4.218867 -0.5 0.2 -0.3
C 1.340440 -1.999705 -4.954229 0.4 0.1 -1.0
H 1.688135 5.056274 -0.135395 0.0 -0.1 -0.2
H -3.327412 -5.406631 0.293215 -0.3 0.0 -0.3
N -0.448990 -0.590306 0.107102 0.4 -0.2 -0.4
H -3.798000 -3.727013 0.059868 0.1 -0.2 -0.2
H 0.662931 3.782246 0.360299 0.0 -0.2 0.2
N -3.255455 -4.436633 0.520582 0.0 0.2 -0.2
H 1.967059 -3.613526 3.065187 -0.1 -0.1 -0.1
C -1.246631 4.991509 3.350001 0.7 -1.0 0.9
H 1.755693 -3.964257 -4.499179 0.1 -0.2 0.0
H 2.274310 1.179306 -1.066837 -0.1 0.2 -0.3
C 2.027732 -2.770256 1.108638 -0.5 0.0 -1.2
H 1.143412 -3.225075 0.646030 -0.2 0.0 0.3
H -1.904025 2.695284 -3.693824 -0.4 0.0 0.1
H 2.163087 -1.795663 0.633876 -0.2 0.2 0.3
H 0.956967 -2.178068 2.945436 0.0 0.2 -0.4
H -2.070264 1.391346 -2.557977 0.1 0.0 0.0
O 3.160675 -3.578259 0.736489 -0.1 0.0 0.8
C -2.423984 -4.037232 1.507238 -0.1 0.8 1.0
C -0.182972 1.719892 -3.252397 0.1 -1.7 1.0
O -0.455416 1.528922 0.897867 -0.5 0.0 0.0
H -1.283064 -4.884970 3.000643 -0.1 0.1 0.0
C 1.892921 -2.617829 2.606208 1.3 -0.6 -0.2
C -0.712807 0.322504 1.054311 0.0 0.9 1.2
N -1.488300 2.021427 -3.080525 -0.4 0.6 -0.2
N -1.247627 -0.167633 2.203825 0.3 -0.3 -1.0
H -0.826836 3.920118 1.563261 0.0 -0.3 0.4
O 2.987733 3.520760 -1.759943 -0.4 0.3 0.5
H -2.108512 6.373759 4.600912 0.0 0.1 0.0
H 0.018827 3.313484 -4.422365 0.6 0.4 -0.4
H 2.095541 -3.563303 -6.128560 -0.2 0.2 -0.1
H 0.779797 -0.840650 -3.412890 0.0 -0.2 0.4
N 1.840349 -3.263008 -5.206898 -0.1 0.2 -0.1
N -1.106929 4.775265 2.007757 -0.5 1.2 0.5
O 0.299942 0.759989 -2.617304 0.1 0.4 -0.8
N 1.531701 4.068093 -0.040188 0.0 1.4 -0.1
H -0.969959 -1.982215 -2.673709 -0.3 0.2 -0.2
H -1.289840 5.620928 1.503773 0.1 -0.4 -1.0
N -1.947135 -5.062002 2.269930 0.2 0.1 -0.3
H -2.342215 -5.972466 2.153542 0.2 -0.2 0.2
O -2.198433 -2.848615 1.754205 0.2 -0.8 -0.4
O 2.964321 -1.819069 3.072687 -0.2 0.4 0.5
H -1.036746 1.371176 5.670171 0.1 0.1 0.1
N 1.892479 1.935872 -0.530903 0.4 -0.5 -0.1
H -1.392790 0.427785 2.995793 0.3 0.1 0.1
H 3.753112 -1.995645 2.551126 -0.1 -0.2 0.0
H 1.082168 1.743402 0.053796 0.1 0.0 -0.1
```
Positions in Å, forces in eV/Å.

=====

[4]
A cluster of 12 separate species, C8H34O11 in total. Source: the Open Molecules 2025 dataset; level of theory: ωB97M-V with the def2-TZVPD basis set.

Values from the calculation:
Relative energy (zero: lowest compared OMol25 entry of this formula, charge and spin) in eV: 0.0000
E in Ha: -1152.79127
LUMO in hartree: -0.0067
SMILES string: C=C(C)C(=C)/C=C/C.O.O.O.O.O.O.O.O.O.O.O
HOMO energy in Ha: -0.3412
Kohn-Sham gap in eV: 9.103

Geometry as XYZ:
```
53
Properties=species:S:1:pos:R:3:forces:R:3
O 0.875939 0.974392 -2.961171 0.4 0.2 -0.1
H -3.161674 0.556366 -2.920044 0.4 0.2 0.0
O 1.353830 -4.557742 -0.243071 0.2 -0.1 0.3
H -0.391553 3.198418 1.859487 0.0 0.1 -0.6
O -0.753995 -4.277149 1.922317 -0.3 -0.1 0.4
H 1.707924 -0.617528 -1.765299 -0.4 0.1 0.5
H 2.146642 -1.129739 1.284312 0.1 -0.6 0.4
H 2.945556 1.843612 1.449659 0.8 -0.5 0.5
H -1.134055 -0.061697 -3.852083 0.0 -0.8 -0.6
H 1.416941 1.784461 2.769390 -0.4 0.0 -0.1
H -3.754769 0.593653 1.328955 -0.2 0.2 0.1
C -2.692575 -1.606462 0.514568 -0.8 0.4 -0.1
O 0.733578 2.403001 3.102694 0.7 -0.3 0.2
H -0.735651 -3.320213 2.066462 0.1 -0.3 -0.4
H -2.277570 1.388397 1.973350 0.0 -0.2 -0.4
H 1.766283 2.701479 0.190870 -0.6 -0.1 0.2
H -0.026279 1.278867 -2.834682 0.0 0.3 0.2
H 2.888155 0.265303 -0.839248 0.4 -0.3 -0.1
O -0.753526 -0.672252 -4.525680 -0.6 0.5 0.3
H 2.047464 -4.074902 0.223932 -0.2 -0.1 0.0
H -0.586920 4.451625 -1.896554 -0.3 -0.2 0.1
C -0.225004 -1.308905 2.759376 0.0 0.1 0.1
H 1.264586 2.768976 3.822421 -0.4 0.4 0.1
H 2.984774 -1.517321 -1.158739 0.5 0.0 0.5
H 0.156188 -0.388987 -4.580361 0.6 0.1 -0.1
H -0.503582 -4.474013 1.012007 0.3 0.3 0.1
C -0.605081 -0.840683 1.576115 -0.3 0.5 -0.9
C 0.301074 -0.527721 0.432000 0.6 -1.0 1.2
C -2.822686 0.443072 1.864170 0.4 0.1 0.2
O 3.249408 1.516738 2.328968 -0.5 -0.1 -0.4
H -0.637535 2.571731 0.481992 -0.2 -0.3 -0.1
O -0.035242 4.981318 -1.325718 0.7 0.3 0.5
H -3.023393 0.135965 2.898513 -0.2 0.0 -0.2
H 3.433347 0.572172 2.228296 0.0 0.3 -0.1
H -2.517279 -0.346805 -1.923381 0.3 -0.2 0.3
C -2.049499 -0.675300 1.213135 0.0 -0.4 0.7
O -0.678901 3.412986 0.939244 0.3 0.0 0.6
H 0.810737 -1.511623 2.975496 0.2 0.1 0.1
C 1.595751 -0.871814 0.404562 -0.6 1.1 -1.6
H -0.934967 -2.167171 -3.549303 0.1 0.0 0.7
C 2.345435 -0.681096 -0.881859 0.2 -0.2 -0.4
H 0.920371 -3.903835 -0.788041 -0.1 0.3 -0.5
O -1.008677 -2.731750 -2.743851 -0.2 -0.3 -0.2
H -0.773337 -2.192063 -1.985374 0.1 0.3 -0.2
H 2.735476 3.210818 -0.788353 0.3 -0.8 0.3
H -0.129720 -0.116907 -0.471139 -0.2 -0.1 -0.1
O -2.304722 0.408755 -2.484492 -0.7 0.2 -0.1
H -2.338543 -2.567391 0.178589 0.5 0.0 -0.1
H 1.479144 1.567830 -2.483611 -0.5 -0.1 -0.1
H -0.160053 4.699980 -0.395285 -0.3 -0.1 -0.7
H -3.751779 -1.423237 0.340325 0.0 -0.2 -0.1
H -0.934052 -1.552952 3.539469 -0.1 0.0 0.0
O 2.544015 2.387346 -0.283336 -0.2 1.4 -0.6
```
Positions in Å, forces in eV/Å.